Entry 1:
Molecular formula: C20H44N2O11P3
Method: DFT, ωB97M-V/def2-TZVPD

Properties
- Max |F|: 0.1497 Eh/bohr
- Net charge: +1
- HOMO: -11.9 eV
- Total energy: -74815.9997 eV
- E_LUMO: -3.64 eV
- Frontier orbital gap: 0.3025 Ha
- M: 581.50 g mol⁻¹

```
80
Properties=species:S:1:pos:R:3:forces:R:3:mulliken_charge:R:1
N -1.256 -0.301 -2.778 0.7 0.9 0.5 -0.63
P -0.278 -0.628 -1.651 -4.6 -1.6 -2.6 0.28
O 0.237 -2.134 -1.887 0.9 1.3 1.7 -0.38
O -1.073 -0.462 -0.243 2.4 -0.6 0.0 -0.44
N 1.080 0.577 -1.804 0.2 0.2 1.3 0.53
O 0.459 1.838 -1.904 0.0 0.2 -0.1 -0.39
C 2.001 0.647 -0.625 0.6 -0.5 1.3 -0.77
C 2.982 -0.539 -0.512 0.7 0.1 -0.3 -1.02
C 3.658 -0.905 -1.828 0.3 -0.3 -0.9 0.14
C 3.358 -2.082 -2.527 -0.4 -0.1 0.5 0.10
C 4.000 -2.434 -3.708 0.1 -0.3 -0.3 -0.73
C 4.984 -1.619 -4.264 -0.4 0.0 0.7 -0.42
C 5.294 -0.438 -3.582 0.4 -0.1 -0.5 -0.68
C 4.652 -0.093 -2.400 -0.3 0.4 0.5 -0.04
H -2.173 -0.068 -2.404 0.0 0.0 -0.6 0.28
H 0.027 -2.699 -1.125 0.2 -0.3 -0.3 0.37
H -0.802 -1.130 0.413 -0.3 0.4 0.3 0.37
H 1.574 0.468 -2.705 0.0 -0.2 0.2 0.47
H -0.301 1.828 -1.291 0.0 0.0 -0.2 0.39
H 1.379 0.643 0.289 -0.1 0.2 -0.5 0.37
H 2.511 1.619 -0.621 -0.1 -0.4 -0.5 0.39
H 3.781 -0.209 0.176 -0.5 0.0 -0.1 0.46
H 2.546 -1.429 -0.029 -0.1 0.3 -0.4 0.49
H 2.613 -2.768 -2.117 0.2 0.2 -0.1 0.30
H 3.734 -3.384 -4.180 0.1 0.4 0.1 0.36
H 5.505 -1.911 -5.176 -0.2 0.2 0.3 0.40
H 6.086 0.189 -3.997 -0.3 0.0 0.3 0.37
H 4.924 0.838 -1.890 0.1 -0.3 -0.2 0.39
O 3.839 4.202 5.849 -1.8 2.4 -2.0 -0.74
P 4.298 3.743 4.506 4.6 -5.8 2.1 1.09
O 3.773 2.182 4.480 -0.3 0.6 -0.4 -0.39
C 2.380 1.922 4.494 -0.1 -0.2 0.0 -0.48
C 1.716 2.331 3.189 -0.1 0.2 -0.1 -0.78
O 5.882 3.488 4.804 -0.3 0.7 -0.5 -0.32
C 6.514 4.012 5.975 0.1 -0.1 0.4 -0.32
C 6.490 3.004 7.107 0.0 -0.2 0.0 -1.05
O 4.674 3.713 2.873 -2.2 2.2 0.7 -0.27
C 4.228 4.813 2.064 0.0 0.3 -0.3 -0.18
C 4.672 6.155 2.612 0.0 0.0 0.2 -1.22
H 1.907 2.421 5.344 0.0 0.0 0.0 0.29
H 2.264 0.846 4.638 0.1 0.0 0.1 0.36
H 1.669 3.421 3.105 -0.1 0.0 0.0 0.18
H 0.694 1.950 3.136 0.0 0.0 0.1 0.48
H 2.283 1.958 2.333 0.1 -0.1 0.1 0.13
H 6.060 4.957 6.272 -0.1 -0.1 0.0 0.32
H 7.550 4.231 5.707 -0.1 -0.1 -0.2 0.36
H 5.487 2.615 7.281 -0.1 0.2 0.0 0.28
H 6.854 3.454 8.031 0.0 0.0 0.0 0.36
H 7.122 2.147 6.865 0.0 0.1 0.0 0.28
H 3.138 4.781 1.969 0.0 0.0 -0.1 0.24
H 4.648 4.664 1.068 0.1 -0.2 0.1 0.33
H 4.196 6.363 3.578 0.0 0.0 -0.1 0.37
H 4.400 6.959 1.927 0.0 0.0 0.0 0.40
H 5.750 6.171 2.771 0.0 0.0 -0.1 0.31
O -6.029 -2.739 -3.727 -3.0 -1.5 -1.0 -0.75
P -6.577 -3.023 -2.368 5.4 2.6 4.4 1.07
O -6.592 -1.534 -1.678 -0.4 -0.5 -0.3 -0.37
C -7.461 -0.539 -2.211 -0.2 0.3 0.0 -0.33
C -8.921 -0.857 -1.943 0.0 -0.2 -0.1 -0.96
O -5.236 -3.640 -1.645 -0.5 -0.5 -0.1 -0.37
C -4.114 -4.060 -2.411 0.2 0.2 0.0 -0.56
C -3.109 -2.934 -2.557 0.1 0.0 0.0 -0.66
O -7.466 -3.688 -1.126 -1.4 -0.4 -3.0 -0.28
C -8.590 -4.519 -1.468 -0.4 -0.4 0.1 -0.18
C -8.213 -5.644 -2.411 0.2 0.1 -0.1 -1.14
H -7.281 -0.414 -3.282 0.0 0.0 0.0 0.29
H -7.199 0.399 -1.721 0.1 -0.1 0.0 0.33
H -9.251 -1.699 -2.562 0.0 0.0 0.0 0.18
H -9.555 -0.003 -2.181 0.0 0.0 0.0 0.43
H -9.075 -1.135 -0.900 0.0 0.1 0.0 0.27
H -4.423 -4.445 -3.382 0.0 0.2 0.0 0.36
H -3.652 -4.892 -1.874 -0.1 0.0 0.1 0.37
H -3.575 -2.018 -2.916 -0.1 -0.1 -0.1 0.28
H -2.313 -3.212 -3.250 0.0 0.0 0.0 0.39
H -2.660 -2.699 -1.586 0.0 -0.1 0.0 0.09
H -9.381 -3.904 -1.903 0.0 0.0 0.1 0.22
H -8.974 -4.931 -0.535 0.1 0.2 0.1 0.33
H -7.901 -5.253 -3.387 -0.1 0.0 0.0 0.36
H -9.062 -6.308 -2.575 0.0 0.0 0.0 0.40
H -7.380 -6.223 -2.011 -0.1 0.0 0.1 0.28
```
Positions in Å, forces in eV/Å.



Entry 2:
Molecular formula: C20H44N4O8V2
Method: DFT, ωB97M-V/def2-TZVPD

Properties
- Max |F|: 0.1595 Eh/bohr
- Net charge: +2
- HOMO (alpha / beta): -12.0 / -12.0 eV
- Total energy: -95151.6855 eV
- E_LUMO (alpha / beta): -7.48 / -7.52 eV
- Expectation value of S²: 12.013
- Frontier orbital gap (alpha / beta): 0.1663 / 0.1647 Ha
- Multiplicity: 7
- M: 570.48 g mol⁻¹

```
78
Properties=species:S:1:pos:R:3:forces:R:3:lowdin_spin:R:1
V -18.201 -9.111 14.783 -1.5 4.3 -0.4 2.96
V -16.462 -6.598 13.559 -1.2 -0.1 1.8 2.92
C -17.822 -7.449 17.963 0.5 -0.4 -1.5 0.00
C -17.345 -6.513 16.798 1.1 -0.3 1.4 0.00
O -17.241 -7.139 15.529 -0.2 -1.7 -2.6 0.04
H -17.745 -6.938 18.923 -0.6 0.0 -0.1 0.00
H -17.236 -8.362 18.064 1.3 0.3 -0.1 0.00
H -18.724 -8.019 17.742 -1.1 1.1 0.2 0.00
H -16.347 -6.171 17.072 0.5 -0.4 0.2 0.00
H -17.806 -5.525 16.783 -1.1 -0.4 -0.4 0.00
C -19.422 -7.764 10.695 0.0 1.6 -2.0 0.00
C -18.790 -8.603 11.726 0.0 -1.1 -0.6 0.00
O -18.222 -7.914 12.814 1.7 0.0 2.8 0.02
H -19.889 -8.301 9.869 -0.3 -0.8 0.5 0.00
H -18.699 -7.230 10.078 0.3 0.6 0.4 0.00
H -20.183 -7.070 11.051 0.2 0.0 0.3 0.00
H -18.045 -9.250 11.263 0.1 -0.1 -0.1 0.00
H -19.632 -9.248 11.975 0.1 -0.4 1.2 0.00
C -21.702 -6.977 16.796 0.0 0.9 -0.2 0.00
C -21.416 -7.875 15.619 2.8 -0.1 -0.2 0.00
O -20.189 -8.038 15.349 1.3 -1.3 0.0 0.02
N -22.335 -8.415 14.863 -0.3 0.6 1.1 0.00
C -22.262 -9.291 13.666 -1.8 0.7 1.0 0.00
H -21.166 -7.256 17.704 -0.5 -0.9 0.0 0.00
H -22.737 -6.675 16.959 0.0 -0.5 0.2 0.00
H -21.171 -6.038 16.641 0.0 0.1 -0.7 0.00
H -23.199 -8.008 15.190 -0.9 -0.9 -0.8 0.00
H -21.422 -9.975 13.545 0.3 0.7 0.3 0.00
H -22.492 -8.622 12.837 0.5 -0.5 -0.4 0.00
H -23.131 -9.925 13.841 0.0 -0.2 -0.5 0.00
C -13.408 -4.669 16.193 -1.6 0.6 -1.2 0.00
C -13.854 -4.560 14.676 5.9 2.9 2.9 0.00
O -14.786 -5.146 14.272 -6.4 -4.5 -2.6 0.02
N -13.110 -3.807 13.851 -0.8 -0.1 -0.5 0.00
C -13.466 -3.528 12.429 0.2 1.2 0.5 0.00
H -13.343 -3.666 16.616 0.7 0.0 -0.1 0.00
H -12.543 -5.305 16.384 0.0 0.3 -0.2 0.00
H -14.297 -5.052 16.695 0.2 -0.5 0.0 0.00
H -12.448 -3.157 14.250 0.1 -0.3 0.1 0.00
H -13.475 -2.438 12.400 0.4 0.1 -0.5 0.00
H -14.470 -3.749 12.068 0.0 -0.7 0.7 0.00
H -12.739 -3.921 11.717 0.0 0.0 0.3 0.00
C -17.365 -6.203 21.822 -0.8 -0.9 -1.6 0.00
C -16.502 -6.122 22.980 -0.4 -1.4 0.9 0.00
O -16.980 -6.503 24.029 0.5 0.1 1.2 0.00
N -15.313 -5.578 22.830 3.0 1.0 1.7 0.00
C -14.385 -5.278 23.999 -0.5 -0.3 -1.5 0.00
H -17.702 -5.166 21.805 -1.0 -0.3 -0.9 0.00
H -18.049 -7.027 22.023 -0.8 0.8 0.4 0.00
H -16.962 -6.605 20.892 0.8 0.9 -0.3 0.00
H -14.911 -5.348 21.933 -0.5 -0.1 0.1 0.00
H -13.688 -6.092 24.195 0.0 -0.1 -0.3 0.00
H -14.901 -5.107 24.944 -0.3 0.3 -0.5 0.00
H -13.834 -4.419 23.616 0.1 0.1 0.7 0.00
C -20.635 -9.679 19.494 1.2 0.6 -0.1 0.00
C -19.326 -10.336 20.072 -2.5 0.5 -0.1 0.00
O -19.192 -10.489 21.243 0.0 -0.1 2.0 0.00
N -18.395 -10.754 19.232 1.7 -1.0 -2.3 0.00
C -17.231 -11.595 19.562 0.4 0.4 -0.8 0.00
H -20.740 -9.680 18.409 0.1 -0.6 -0.2 0.00
H -20.532 -8.616 19.708 -0.1 0.1 0.4 0.00
H -21.555 -10.030 19.961 0.4 -0.2 0.1 0.00
H -18.488 -10.579 18.242 -0.4 -0.1 0.4 0.00
H -16.475 -11.084 20.159 -0.3 0.0 0.3 0.00
H -16.770 -11.765 18.589 0.2 -0.1 0.0 0.00
H -17.410 -12.598 19.948 -0.6 0.3 0.3 0.00
O -18.176 -2.710 20.499 -0.4 0.3 -1.6 0.00
C -18.729 -2.620 19.431 -0.1 -0.5 2.4 0.00
O -18.692 -3.698 18.551 0.6 0.1 1.1 0.00
C -19.513 -3.506 17.454 -0.4 1.7 -1.3 0.00
C -20.236 -2.172 17.702 -1.3 0.1 -1.0 0.00
C -19.608 -1.488 18.889 0.4 -0.9 -0.5 0.00
H -20.273 -4.276 17.320 0.4 -0.3 0.2 0.00
H -18.927 -3.402 16.541 0.3 -0.4 -0.1 0.00
H -21.264 -2.493 17.874 -0.2 0.6 0.5 0.00
H -20.300 -1.483 16.860 0.2 -0.4 -0.3 0.00
H -20.406 -1.075 19.505 0.6 -0.3 0.7 0.00
H -18.933 -0.674 18.624 0.0 0.0 -0.1 0.00
```
Positions in Å, forces in eV/Å.



Entry 3:
Molecular formula: C20H45DyN2O2P2
Method: DFT, ωB97M-V/def2-TZVPD

Properties
- Energy relative to the best compared isomer or geometry (same formula, charge and spin): 32.5 kcal per mole
- Max |F|: 0.0914 Eh/bohr
- Net charge: +2
- HOMO (alpha / beta): -12.7 / -12.7 eV
- Total energy: -71191.6704 eV
- E_LUMO (alpha / beta): -5.37 / -5.31 eV
- Expectation value of S²: 9.346
- Frontier orbital gap (alpha / beta): 0.2704 / 0.2735 Ha
- Multiplicity: 6
- M: 570.04 g mol⁻¹

```
72
Properties=species:S:1:pos:R:3:forces:R:3:lowdin_spin:R:1
Dy 0.881 0.437 0.857 -2.0 1.6 -3.9 5.06
P -0.424 -1.882 -1.944 0.5 0.4 -0.5 0.00
P -0.172 3.030 0.324 0.4 -1.5 0.8 0.00
N 1.747 0.748 -1.232 -3.1 0.1 -0.7 -0.01
C 1.227 -1.506 -2.649 0.2 0.4 -1.0 0.00
H 1.977 -2.222 -2.281 -0.5 0.0 0.0 0.00
H 1.147 -1.682 -3.746 0.1 -0.1 0.7 0.00
C 1.842 -0.071 -2.524 1.8 0.5 1.1 0.00
H 2.917 -0.211 -2.352 0.1 -0.7 -1.5 0.00
H 1.757 0.497 -3.512 -0.4 -0.4 1.6 0.00
C 1.753 2.206 -1.654 1.4 -1.5 0.8 0.00
H 1.198 2.609 -2.560 -0.2 -1.0 1.2 0.00
H 2.802 2.202 -1.973 0.1 1.4 -0.1 0.00
C 1.553 3.016 -0.375 -0.3 1.2 -0.9 0.00
H 1.747 4.056 -0.622 0.4 0.3 0.3 0.00
H 2.275 2.717 0.394 0.2 0.1 0.0 0.00
C 0.184 3.648 2.052 0.2 0.5 -1.0 0.00
C 0.746 2.473 2.885 -0.2 0.4 0.1 -0.01
H 1.733 2.093 2.537 -0.3 0.2 0.1 0.00
H -0.005 1.657 2.977 0.2 0.3 0.0 0.00
H 0.930 2.803 3.914 0.0 -0.1 -0.1 0.00
C -1.113 4.212 -0.668 -0.1 0.0 0.0 0.00
C -2.621 4.033 -0.399 -0.1 0.1 -0.2 0.00
H -3.182 4.567 -1.177 0.1 -0.1 0.2 0.00
H -2.922 4.443 0.578 0.1 -0.2 -0.3 0.00
H -2.906 2.970 -0.446 0.1 0.3 0.1 0.00
C -1.673 -2.412 -3.150 0.3 0.0 -0.7 0.00
C -2.876 -3.056 -2.463 -0.3 0.0 0.0 0.00
H -3.663 -3.147 -3.226 0.1 0.0 0.3 0.00
H -3.264 -2.431 -1.642 0.1 -0.3 -0.2 0.00
H -2.654 -4.075 -2.104 -0.1 0.4 -0.1 0.00
C -0.007 -3.202 -0.730 -0.5 0.5 0.3 0.00
C -1.093 -3.427 0.332 -0.1 -0.1 0.2 0.00
H -0.642 -3.970 1.172 -0.1 0.0 -0.1 0.00
H -1.909 -4.054 -0.052 0.3 0.3 0.1 0.00
H -1.506 -2.482 0.710 0.1 -0.3 -0.2 0.00
C -1.044 -0.284 -1.331 -1.4 1.2 -1.0 0.00
C -0.592 5.642 -0.489 0.0 0.5 -0.4 0.00
H 0.376 5.699 0.042 -0.4 0.1 -0.2 0.00
H -0.451 6.083 -1.487 0.0 0.1 0.4 0.00
H -1.326 6.268 0.041 0.3 -0.2 -0.1 0.00
C -1.107 -3.276 -4.291 -0.1 0.2 0.0 0.00
H -1.960 -3.617 -4.887 0.2 0.0 0.0 0.00
H -0.466 -2.656 -4.935 -0.1 -0.5 0.1 0.00
H -0.562 -4.159 -3.930 -0.1 0.3 -0.2 0.00
C 0.386 -4.506 -1.434 0.2 -0.6 -0.2 0.00
H 0.763 -5.219 -0.676 -0.2 0.4 -0.3 0.00
H -0.481 -5.002 -1.922 0.5 0.4 0.3 0.00
H 1.198 -4.390 -2.180 -0.5 0.0 0.3 0.00
C -1.056 4.283 2.687 0.0 -0.1 0.4 0.00
H -1.928 3.603 2.677 0.4 0.3 0.0 0.00
H -0.821 4.517 3.735 -0.2 0.0 -0.2 0.00
H -1.323 5.229 2.191 0.1 -0.5 0.2 0.00
H 0.948 4.426 1.886 0.0 -0.2 0.6 0.00
H 0.882 -2.793 -0.226 -0.1 0.0 -0.1 0.00
H -0.915 3.875 -1.702 0.0 0.1 0.3 0.00
H -2.017 -1.462 -3.608 0.2 -0.3 0.3 0.00
O -1.088 -0.144 0.037 1.2 -0.3 0.5 -0.01
H -0.562 0.523 -1.880 2.2 0.0 0.4 0.00
H -1.887 0.124 -1.982 -1.2 -1.8 1.4 0.00
C 0.217 -2.145 4.001 -0.1 0.0 0.3 0.00
N 1.673 -2.223 3.901 0.1 0.6 -1.2 0.00
C 2.426 -2.824 4.984 0.3 -0.5 0.5 0.00
C 2.333 -1.759 2.866 -0.2 -0.2 0.3 0.00
O 1.822 -1.061 1.940 0.6 -1.6 1.2 -0.02
H -0.044 -1.980 5.044 0.0 0.1 -0.1 0.00
H -0.242 -3.080 3.679 0.1 0.0 0.0 0.00
H -0.191 -1.338 3.399 0.1 0.0 0.0 0.00
H 2.995 -3.668 4.622 0.0 -0.3 0.0 0.00
H 3.126 -2.121 5.422 -0.1 0.2 0.1 0.00
H 1.734 -3.154 5.751 0.0 -0.1 0.0 0.00
H 3.400 -1.999 2.804 -0.1 0.1 0.2 0.00
```
Positions in Å, forces in eV/Å.